Entry a
{
  "formula": "C7H3N",
  "method": "ωB97M-V/def2-TZVPD",
  "gap_ev": [5.22, 5.22],
  "charge": 0,
  "lumo_energy_ev": [-3.117, -3.116],
  "species": ["C", "C", "C", "C", "C", "C", "C", "N", "H", "H", "H"],
  "coordinates": [[-5.045, 0.007, 0.052], [1.910, -0.040, -0.001], [1.114, -1.191, 0.011], [1.215, 1.171, -0.029], [-1.138, 0.086, -0.027], [-0.200, -0.853, -0.007], [-0.124, 0.944, -0.034], [-3.896, 0.019, 0.040], [2.989, -0.090, 0.009], [1.499, -2.192, 0.031], [1.676, 2.138, -0.045]]
}


Entry b
{
  "formula": "C7H3N",
  "method": "ωB97M-V/def2-TZVPD",
  "gap_ev": 8.36,
  "charge": 0,
  "smiles": "C#CC(C#C)=CC#N",
  "lumo_energy_ev": -1.100,
  "species": ["C", "C", "C", "C", "C", "C", "C", "H", "H", "H", "N"],
  "coordinates": [[-2.407, 0.390, 1.611], [-1.439, 0.215, 0.936], [-0.173, 0.007, 0.099], [0.784, 0.854, 0.572], [1.872, 0.969, -0.273], [-0.023, -0.804, -1.062], [0.175, -1.691, -1.953], [-3.239, 0.162, 2.301], [0.791, 1.322, 1.584], [0.900, -2.303, -2.678], [2.759, 0.880, -1.134]]
}


It is entry b that is most stable; the runner-up trails by 0.1033 hartree.


Entry a
{
  "formula": "C3H9S2",
  "method": "ωB97M-V/def2-TZVPD",
  "gap_ev": 5.85,
  "charge": -1,
  "lumo_energy_ev": 3.425,
  "species": ["C", "S", "H", "H", "H", "C", "S", "C", "H", "H", "H", "H", "H", "H"],
  "coordinates": [[1.533, 2.260, 0.267], [1.213, 1.031, -1.077], [1.382, 3.291, -0.069], [0.891, 2.064, 1.124], [2.598, 2.184, 0.482], [0.063, -1.606, 0.898], [-1.697, -1.226, 0.743], [-1.791, -0.795, -1.019], [0.662, -0.777, 0.485], [0.314, -2.495, 0.309], [0.252, -1.824, 1.948], [-2.587, -0.065, -1.140], [-0.845, -0.342, -1.355], [-1.988, -1.701, -1.597]]
}


Entry b
{
  "formula": "C3H9S2",
  "method": "ωB97M-V/def2-TZVPD",
  "gap_ev": 5.52,
  "charge": -1,
  "lumo_energy_ev": 3.203,
  "species": ["C", "S", "H", "H", "H", "C", "S", "C", "H", "H", "H", "H", "H", "H"],
  "coordinates": [[-0.715, 2.030, -0.422], [-1.944, 1.463, -1.675], [0.358, 1.985, -0.661], [-0.842, 3.072, -0.094], [-1.032, 1.420, 0.421], [0.907, -0.949, 1.649], [1.410, -1.789, 0.043], [0.037, -1.260, -1.022], [0.189, -1.627, 2.086], [0.446, -0.041, 1.268], [1.888, -0.693, 2.024], [-0.863, -1.490, -0.444], [0.011, -0.204, -1.290], [0.151, -1.917, -1.884]]
}


It is entry a that is most stable; the runner-up trails by 0.0184 hartree.


Entry a
{
  "formula": "C6H11NO3S",
  "method": "ωB97M-V/def2-TZVPD",
  "gap_ev": [8.97, 8.97],
  "charge": 0,
  "smiles": "C[C@]1(S(C)(=O)=O)CCC=[N+]1[O-]",
  "lumo_energy_ev": [0.533, 0.533],
  "species": ["C", "C", "C", "C", "C", "C", "N", "O", "O", "O", "S", "H", "H", "H", "H", "H", "H", "H", "H", "H", "H", "H"],
  "coordinates": [[-0.146, -1.839, -1.479], [1.293, -1.218, -1.424], [1.087, 0.199, -0.876], [-0.280, 0.106, -0.238], [-1.403, 1.529, -0.454], [0.395, 1.229, 2.324], [-0.956, -1.021, -0.867], [-2.210, -1.031, -0.826], [0.767, -1.454, 1.700], [-1.547, -0.786, 1.952], [-0.187, -0.423, 1.539], [-0.224, -2.734, -1.985], [1.816, -1.965, -0.688], [1.734, -1.458, -2.451], [1.934, 0.343, -0.279], [1.107, 0.834, -1.658], [-1.339, 2.053, 0.521], [-2.251, 1.056, -0.720], [-1.090, 2.085, -1.300], [0.533, 1.930, 1.527], [-0.457, 1.578, 2.945], [1.425, 0.988, 2.736]]
}


Entry b
{
  "formula": "C6H11NO3S",
  "method": "ωB97M-V/def2-TZVPD",
  "gap_ev": 10.37,
  "charge": 0,
  "lumo_energy_ev": 0.514,
  "species": ["C", "C", "C", "C", "C", "C", "N", "O", "O", "O", "S", "H", "H", "H", "H", "H", "H", "H", "H", "H", "H", "H"],
  "coordinates": [[-0.829, -1.853, 0.035], [1.570, -1.199, 0.672], [0.644, -1.633, -0.408], [-0.733, 0.488, -0.084], [-1.810, 1.162, -0.868], [-0.297, 1.717, 0.910], [0.339, 0.112, -0.954], [2.262, 1.463, 0.297], [2.857, -0.088, -1.386], [-1.170, -0.622, 0.672], [1.933, 0.237, -0.346], [-1.488, -1.909, -0.775], [-0.857, -2.539, 0.858], [1.007, -1.012, 1.551], [2.404, -1.874, 0.794], [1.098, -2.273, -1.175], [-2.219, 0.598, -1.721], [-1.424, 2.060, -1.347], [-2.638, 1.487, -0.148], [-1.131, 2.451, 1.014], [0.554, 2.165, 0.607], [-0.074, 1.063, 1.802]]
}


It is entry b that is most stable; the runner-up trails by 0.0545 hartree.


Entry a
{
  "formula": "C4H12N2O2",
  "method": "ωB97M-V/def2-TZVPD",
  "gap_ev": [10.71, 5.35],
  "charge": 1,
  "spin_multiplicity": 2,
  "s_squared": 0.754,
  "lumo_energy_ev": [-2.959, -8.313],
  "species": ["N", "C", "C", "N", "H", "H", "H", "H", "H", "H", "H", "H", "H", "O", "C", "O", "C", "H", "H", "H"],
  "coordinates": [[-1.184, 1.239, 0.399], [-1.050, 0.787, -1.038], [0.118, 1.526, -1.752], [0.928, 0.447, -2.346], [-1.351, 0.365, 1.053], [-0.262, 1.527, 0.733], [-1.881, 1.973, 0.473], [-0.805, -0.272, -0.945], [-2.016, 0.897, -1.533], [-0.315, 2.176, -2.509], [0.583, 2.132, -0.974], [1.781, 0.818, -2.789], [1.264, -0.064, -1.537], [1.032, -0.351, 1.059], [0.229, -1.195, 1.593], [-0.951, -0.955, 1.906], [0.848, -2.529, 1.972], [0.164, -3.059, 2.637], [1.087, -3.155, 1.105], [1.782, -2.309, 2.493]]
}


Entry b
{
  "formula": "C4H12N2O2",
  "method": "ωB97M-V/def2-TZVPD",
  "gap_ev": [8.98, 4.22],
  "charge": 1,
  "spin_multiplicity": 2,
  "s_squared": 0.755,
  "lumo_energy_ev": [-3.785, -8.542],
  "species": ["C", "N", "C", "N", "H", "H", "H", "H", "H", "H", "H", "H", "H", "O", "C", "O", "C", "H", "H", "H"],
  "coordinates": [[0.472, 1.628, 2.421], [-0.675, 2.438, 2.801], [0.105, 0.754, 1.232], [1.279, 0.087, 0.603], [0.822, 0.980, 3.239], [1.294, 2.293, 2.156], [-1.334, 1.906, 3.352], [-0.389, 3.224, 3.366], [-0.358, 1.367, 0.453], [-0.623, -0.016, 1.506], [0.811, -1.012, -0.363], [1.924, 0.820, 0.326], [1.782, -0.452, 1.306], [-0.672, -2.356, -2.732], [-0.340, -1.462, -1.906], [0.430, -1.796, -0.977], [-0.934, -0.094, -2.071], [-1.787, -0.002, -1.408], [-0.149, 0.598, -1.790], [-1.189, 0.070, -3.109]]
}


It is entry a that is most stable; the runner-up trails by 0.0031 hartree.


Entry a
{
  "formula": "C5H6Br2",
  "method": "ωB97M-V/def2-TZVPD",
  "gap_ev": 9.86,
  "charge": 0,
  "smiles": "C#CC(=C)CBr.Br",
  "lumo_energy_ev": 0.518,
  "species": ["C", "C", "C", "C", "C", "Br", "Br", "H", "H", "H", "H", "H", "H"],
  "coordinates": [[0.045, -1.849, -1.349], [-0.073, -0.867, -0.669], [-0.103, 1.560, -0.462], [-1.477, 0.095, 1.026], [-0.552, 0.347, -0.100], [-3.225, -0.348, 0.369], [3.252, -0.521, 0.813], [0.087, -2.781, -1.849], [0.607, 1.761, -1.148], [-0.401, 2.530, -0.157], [4.550, -0.238, 0.463], [-0.996, -0.695, 1.469], [-1.714, 1.007, 1.594]]
}


Entry b
{
  "formula": "C5H6Br2",
  "method": "ωB97M-V/def2-TZVPD",
  "gap_ev": [6.82, 6.90],
  "charge": 0,
  "lumo_energy_ev": [-1.150, -1.185],
  "species": ["C", "C", "C", "C", "C", "Br", "Br", "H", "H", "H", "H", "H", "H"],
  "coordinates": [[-2.747, -0.692, 1.032], [-1.567, -0.154, 0.675], [-0.392, -0.869, 0.363], [1.117, 0.990, -0.811], [2.485, 0.466, -0.939], [-0.515, -2.376, -0.692], [0.962, 2.551, 0.177], [-3.532, -0.097, 1.470], [-2.920, -1.751, 0.968], [-1.402, 0.908, 0.832], [2.908, 0.964, -1.818], [3.156, 0.662, -0.099], [2.447, -0.600, -1.158]]
}


It is entry a that is most stable; the runner-up trails by 0.1392 hartree.


Entry a
{
  "formula": "C2H12O5",
  "method": "ωB97M-V/def2-TZVPD",
  "gap_ev": 9.20,
  "charge": 0,
  "smiles": "C=CO.O.O.O.O",
  "lumo_energy_ev": 0.403,
  "species": ["C", "C", "O", "H", "H", "H", "H", "H", "H", "O", "H", "H", "O", "H", "H", "O", "H", "H", "O"],
  "coordinates": [[-0.845, 0.780, 2.453], [-1.250, 0.843, 1.159], [-0.928, 1.782, 0.283], [-1.048, -0.088, 3.008], [-0.495, 1.626, 2.936], [-1.864, 0.050, 0.734], [-0.787, 1.452, -0.650], [0.124, 1.061, -3.048], [0.424, 0.046, -1.916], [-0.163, 0.798, -2.177], [-1.705, -1.548, -1.675], [-0.465, -1.739, -0.918], [-1.468, -1.712, -0.836], [2.049, -2.112, -1.354], [1.719, -0.926, -0.417], [1.451, -1.317, -1.290], [1.030, 0.167, 1.549], [2.328, 0.857, 1.067], [1.892, -0.021, 1.093]]
}


Entry b
{
  "formula": "C2H12O5",
  "method": "ωB97M-V/def2-TZVPD",
  "gap_ev": 9.55,
  "charge": 0,
  "smiles": "C=CO.O.O.O.O",
  "lumo_energy_ev": 0.322,
  "species": ["C", "C", "O", "H", "H", "H", "H", "H", "H", "O", "H", "H", "O", "H", "H", "O", "H", "H", "O"],
  "coordinates": [[-3.191, -1.546, 0.144], [-2.460, -1.333, 1.272], [-1.714, -0.188, 1.206], [-4.021, -2.196, 0.006], [-3.093, -0.660, -0.594], [-2.433, -1.765, 2.212], [-1.375, -0.007, 2.085], [3.432, 0.697, 1.532], [2.491, 1.558, 0.539], [2.811, 1.406, 1.424], [0.186, 2.439, -1.854], [-0.833, 2.872, -0.804], [-0.695, 2.906, -1.760], [3.454, 0.599, -1.659], [2.317, 0.028, -0.861], [2.694, 0.754, -1.201], [0.623, -1.584, 0.093], [0.654, -1.902, -1.264], [1.153, -2.079, -0.516]]
}


It is entry a that is most stable; the runner-up trails by 0.0511 hartree.